Entry from the OMol25 dataset: an isolated molecule of C5H7BrO in a non-equilibrium geometry (wB97M-V/def2-TZVPD).

Summary:
- HOMO: -0.34823 Eh
- Energy above the lowest of the compared OMol25 structures with the same formula, charge and spin: 2.178 eV
- Frontier orbital gap: 10.245 eV
- Structure (SMILES): O[C@H]1[C@H](Br)C12CC2
- LUMO level: 0.77 eV
- Spin multiplicity: 1

The geometry in XYZ format:
```
14
Properties=species:S:1:pos:R:3:forces:R:3
O -1.088521 1.930030 -0.440829 -3.5906 -2.1431 0.7504
C -0.793921 0.719439 -1.064044 2.1865 0.5154 3.3696
C 0.634466 0.575069 -1.347927 -0.6899 -3.1766 -1.6838
Br 0.957630 -0.495715 -2.979434 0.1638 0.1125 0.4150
C 0.146485 -0.170122 -0.183546 -1.0172 0.2785 -1.6841
C 0.358068 -1.541489 0.461913 1.3072 2.5558 -1.2398
C 0.398087 -0.244848 1.217845 1.3310 0.4705 1.7728
H -0.455006 2.563990 -0.558830 2.5848 2.2729 -0.7029
H -1.585697 0.261255 -1.530645 -1.4612 -0.7034 -1.5729
H 1.303791 1.346658 -1.391901 1.4275 2.0569 0.2839
H 1.373410 -1.852138 0.242185 -0.3617 -0.7878 -0.0172
H -0.452773 -2.179461 0.444490 -1.3076 -1.3895 0.2904
H -0.296066 0.083447 1.969877 -0.6572 -0.1462 -0.1021
H 1.406626 0.004971 1.527567 0.0845 0.0842 0.1207
```
Forces are in eV/Å.


Entry from the OMol25 dataset: an isolated molecule of C16H23BN2O4 in a non-equilibrium geometry (wB97M-V/def2-TZVPD).

Summary:
- HOMO: -0.31692 Eh
- Energy above the lowest of the compared OMol25 structures with the same formula, charge and spin: 0.000 eV
- Frontier orbital gap: 9.152 eV
- Structure (SMILES): C=CC(=O)N(C)CC(=O)N[C@@H](Cc1ccc(C)cc1C)B(O)O
- LUMO level: 0.53 eV
- Spin multiplicity: 1

The geometry in XYZ format:
```
46
Properties=species:S:1:pos:R:3:forces:R:3
C 3.642293 -0.729558 -1.413161 -0.4035 -0.1520 0.3997
C 2.800541 -0.007386 -0.681820 0.2201 1.6237 -1.2181
C 2.150470 -0.503917 0.521941 -0.4815 -1.2905 1.7265
O 1.977931 -1.711614 0.672647 0.1659 0.4615 0.2206
N 1.758725 0.367480 1.536096 0.4739 0.9137 -1.0478
C 1.159613 -0.169414 2.723609 0.5519 0.3404 1.0518
C 1.844600 1.832401 1.362906 0.6230 -0.8562 0.1657
C 1.002684 2.307888 0.205107 -1.5862 -0.4226 1.4422
O 1.524783 2.837774 -0.746174 -0.2460 0.7451 -1.2855
N -0.357396 2.092163 0.330427 0.9813 -0.0415 -0.4207
C -1.239000 1.967569 -0.824706 -0.9210 1.4707 -0.9679
C -2.350396 0.899137 -0.656131 0.9840 -0.2546 0.6516
C -1.815913 -0.481259 -0.219152 -0.6885 0.8693 0.7854
C -2.136446 -0.998550 1.048802 -0.3720 0.7275 -0.6028
C -1.699181 -2.240752 1.435937 0.5164 0.4403 -0.2225
C -0.835032 -2.953999 0.632091 0.2844 -0.8026 -0.0125
C -0.251124 -4.233427 1.146653 0.2120 -0.9131 0.3515
C -0.509808 -2.456202 -0.613646 -0.1610 -0.2539 0.4670
C -1.010841 -1.247452 -1.043012 -0.0461 -0.4156 -0.7384
C -0.739848 -0.848130 -2.451283 0.0362 0.5760 -0.6691
B -1.762123 3.466024 -1.262370 0.0513 -0.3947 -0.1433
O -3.095484 3.799960 -1.305354 0.5388 0.0462 -0.1624
O -0.823999 4.389369 -1.671486 0.2615 -0.9954 0.6556
H 3.876431 -1.730529 -1.101332 0.1328 -0.3354 0.0504
H 4.082266 -0.369311 -2.329731 0.0082 0.1881 0.0018
H 2.551604 1.009578 -1.003973 0.3353 -0.4602 0.0572
H 0.162187 -0.489974 2.518376 -0.8345 -0.4160 0.0383
H 1.743079 -1.022867 3.101023 -0.2446 0.2643 -0.1470
H 1.136455 0.630774 3.502187 0.0453 -0.6641 -0.5611
H 1.606414 2.411512 2.255563 -0.4189 -0.5310 0.2334
H 2.889032 2.069353 1.207513 0.1630 0.3365 -0.5693
H -0.746571 1.638761 1.127993 0.4255 -0.3406 0.7596
H -0.595821 1.712679 -1.657242 0.1797 -0.3140 -0.2989
H -3.054527 1.278379 0.089002 -0.1098 -0.1749 -0.0395
H -2.886000 0.816461 -1.600755 -0.0361 0.1086 -0.0301
H -2.779778 -0.440794 1.727394 0.0376 0.0667 -0.1843
H -1.926896 -2.590869 2.410034 -0.3158 -0.4307 0.7640
H 0.643139 -4.049634 1.757242 -0.1416 0.1805 -0.1325
H -0.968324 -4.757529 1.802099 0.2126 0.1900 -0.2623
H 0.070820 -4.958085 0.376205 -0.2851 0.5165 0.1041
H 0.149717 -3.016380 -1.255620 0.1061 -0.1086 -0.1274
H -1.667592 -0.492991 -2.913942 0.1771 0.1885 -0.0141
H -0.394038 -1.665442 -3.103794 0.1283 0.2375 0.5379
H -0.011221 -0.022879 -2.450971 -0.1123 -0.3165 -0.4237
H -3.171244 4.686320 -1.691614 -0.1584 -0.1748 0.1854
H 0.055822 3.975361 -1.493580 -0.2897 0.5679 -0.3684
```
Forces are in eV/Å.


Entry from the OMol25 dataset: a structure of composition C55H39CsNO5P2S in a non-equilibrium geometry (wB97M-V/def2-TZVPD).

Summary:
- HOMO: -0.19919 Eh
- Energy above the lowest of the compared OMol25 structures with the same formula, charge and spin: 0.974 eV
- Frontier orbital gap: 7.239 eV
- LUMO level: 1.82 eV
- Net charge: -1
- Spin multiplicity: 1

The geometry in XYZ format:
```
104
Properties=species:S:1:pos:R:3:forces:R:3
Cs -0.109256 0.004709 0.212367 1.9947 1.0221 0.3307
O 2.664831 1.237466 2.941212 0.2018 -0.0503 -0.0320
S 2.920225 0.894147 1.506710 -0.5031 0.5221 0.4855
C 3.509200 -0.794418 1.482491 0.1059 0.0059 -0.1229
C 4.265671 -1.152050 0.392805 -0.0112 -0.0664 -0.0023
C 4.888475 -2.408558 0.276331 -0.0373 0.0575 0.0069
C 4.777263 -3.265490 1.330959 0.0067 -0.0083 -0.0194
C 5.362086 -4.639588 1.547457 0.0389 0.0053 0.0158
C 4.844830 -5.076351 2.943545 -0.0007 -0.0411 -0.0039
C 3.983941 -3.928665 3.412480 0.0156 0.0075 -0.0092
C 3.235669 -3.766552 4.536588 -0.0536 0.0641 0.0117
C 2.379974 -2.641908 4.600877 0.0130 -0.0616 0.0181
C 2.309704 -1.657814 3.640862 0.0207 0.0364 0.0047
P 0.765512 -0.648372 3.564329 0.0846 0.1446 -0.2352
C 0.774206 0.462488 5.002539 -0.0096 -0.0296 0.1375
C 1.887697 0.685899 5.803469 -0.0022 -0.0124 0.0330
C 1.841209 1.621706 6.828080 0.0197 -0.0146 -0.0057
C 0.679723 2.340837 7.068056 -0.0171 0.0085 0.0016
C -0.437501 2.125548 6.271273 -0.0003 -0.0083 -0.0121
C -0.386701 1.199152 5.241724 0.0384 0.0058 0.0211
C -0.438092 -1.946055 4.046501 -0.0049 -0.0358 0.0289
C -1.066613 -2.073477 5.281816 0.0115 0.0232 -0.0018
C -1.967353 -3.107515 5.506076 0.0021 0.0027 0.0050
C -2.239534 -4.026875 4.503553 -0.0069 -0.0167 -0.0279
C -1.616827 -3.908024 3.267038 -0.0179 0.0210 0.0071
C -0.731591 -2.867240 3.038116 -0.0235 -0.0167 0.0031
C 3.236891 -1.718542 2.540013 -0.0034 -0.0053 -0.0196
C 3.981480 -2.908618 2.436591 0.0229 -0.0473 0.0244
C 4.422452 1.798555 1.114944 0.1265 -0.1145 -0.1027
C 5.532718 1.425891 1.837422 0.0028 0.0216 -0.0053
C 6.768795 2.086175 1.740279 -0.0352 -0.0260 -0.0007
C 6.850275 3.149221 0.889049 0.0084 0.0017 0.0082
C 8.018631 4.043045 0.550856 0.0133 -0.0031 -0.0061
C 7.440566 5.098034 -0.426808 0.0168 0.0191 -0.0027
C 5.998370 4.694950 -0.616364 0.0122 -0.0251 0.0223
C 5.006274 5.244822 -1.360863 -0.0737 -0.0122 -0.0223
C 3.722293 4.652433 -1.306421 0.0124 0.0200 -0.0195
C 3.400421 3.540206 -0.560563 0.0739 -0.0581 0.0456
P 1.675030 2.878936 -0.656787 0.0459 -0.0257 0.1302
C 0.915483 3.947623 -1.935486 -0.0171 0.0506 0.0033
C 1.080700 3.562391 -3.266513 -0.0020 -0.0157 -0.0040
C 0.508213 4.294317 -4.293916 0.0048 -0.0031 -0.0027
C -0.264221 5.411523 -4.002843 0.0029 -0.0078 -0.0131
C -0.454897 5.789320 -2.682937 0.0129 -0.0047 0.0270
C 0.135035 5.065141 -1.654618 0.0017 0.0345 -0.0177
C 0.942983 3.573958 0.883085 0.0282 0.0132 0.0921
C 1.577465 4.562542 1.634190 0.0740 -0.0367 -0.0015
C 0.990303 5.070302 2.783805 -0.0098 0.0113 0.0219
C -0.254164 4.614331 3.190905 -0.0206 -0.0100 -0.0080
C -0.904854 3.641681 2.446054 0.0674 -0.0448 0.0461
C -0.304645 3.111073 1.314245 -0.0204 0.0531 -0.0963
C 4.447320 2.927816 0.233502 -0.0205 0.0275 -0.0163
C 5.709738 3.556594 0.169764 0.0310 0.0450 -0.0175
H 4.417754 -0.422824 -0.395392 0.0066 0.0019 0.0045
H 5.453244 -2.651076 -0.614465 0.0081 -0.0165 0.0078
H 6.452912 -4.609179 1.510575 -0.0013 -0.0112 -0.0009
H 5.033955 -5.324810 0.764756 -0.0200 0.0092 0.0022
H 5.664194 -5.271458 3.637999 0.0048 0.0168 0.0015
H 4.255731 -5.992527 2.880247 0.0028 -0.0002 0.0032
H 3.204082 -4.507715 5.325944 0.0170 -0.0150 -0.0120
H 1.670591 -2.604820 5.419645 -0.0041 0.0093 -0.0011
H 2.802051 0.139822 5.608839 -0.0007 0.0012 -0.0077
H 2.720407 1.791499 7.437854 -0.0031 0.0047 0.0030
H 0.646265 3.070726 7.867627 -0.0011 0.0009 -0.0013
H -1.348828 2.686035 6.440823 0.0098 0.0111 0.0176
H -1.257319 1.052713 4.611071 0.0080 -0.0153 -0.0125
H -0.854294 -1.362664 6.071785 -0.0084 -0.0111 0.0080
H -2.457430 -3.194605 6.468557 0.0050 0.0059 0.0032
H -2.943741 -4.830775 4.680020 -0.0001 0.0033 0.0082
H -1.825550 -4.609776 2.469679 -0.0047 -0.0032 0.0012
H -0.256175 -2.773624 2.065530 0.0436 -0.0045 0.0444
H 5.439947 0.582660 2.511484 -0.0032 0.0035 0.0021
H 7.613326 1.746467 2.326744 0.0086 0.0086 -0.0043
H 8.821030 3.465945 0.087207 -0.0024 -0.0033 0.0052
H 8.438026 4.501477 1.447754 -0.0088 0.0048 0.0000
H 7.978993 5.108470 -1.375760 -0.0091 -0.0041 -0.0039
H 7.508220 6.106453 -0.014576 -0.0002 -0.0031 0.0048
H 5.159233 6.121999 -1.977962 0.0280 0.0011 0.0077
H 2.942635 5.119748 -1.892331 -0.0010 -0.0016 0.0024
H 1.658052 2.673809 -3.498474 -0.0012 -0.0018 0.0209
H 0.647847 3.979065 -5.320282 -0.0087 0.0101 -0.0036
H -0.729017 5.974314 -4.802556 0.0002 -0.0018 -0.0002
H -1.070776 6.647422 -2.444961 -0.0024 0.0034 -0.0136
H -0.023730 5.368685 -0.627851 0.0012 -0.0092 0.0050
H 2.545287 4.939459 1.327140 0.0033 -0.0098 -0.0045
H 1.509577 5.823591 3.363554 0.0035 0.0001 -0.0049
H -0.711272 5.008487 4.090115 0.0041 0.0029 -0.0001
H -1.876803 3.269899 2.744951 -0.0080 0.0194 0.0010
H -0.837727 2.335262 0.777499 -0.1407 0.5342 -0.0532
O 0.050082 -4.614843 -0.489156 0.0164 -0.0120 0.0004
C -0.188520 -3.406849 -0.372648 -0.1997 0.0489 -0.0102
O 0.611511 -2.447574 -0.185272 0.1855 -1.1140 -0.2007
C -1.687235 -2.998385 -0.383724 -0.1325 -0.0863 -0.0031
C -2.695465 -3.951863 -0.320407 0.0155 -0.0198 -0.0216
C -4.008920 -3.518381 -0.205428 -0.0048 -0.0050 -0.0012
C -4.283755 -2.160839 -0.148596 -0.0391 0.0528 0.0039
C -3.226647 -1.263092 -0.247693 -0.0756 -0.1677 -0.0515
N -1.972701 -1.696130 -0.377912 -0.8948 -0.8073 -0.2513
C -3.454635 0.272549 -0.152799 0.0020 -0.2640 -0.0234
O -4.596902 0.632079 0.150886 -0.0325 0.0219 -0.0371
O -2.423724 0.967926 -0.363611 -1.0052 0.3810 -0.1395
H -2.424354 -4.998442 -0.350046 0.0084 0.0039 0.0017
H -4.816807 -4.239533 -0.143926 0.0021 0.0008 0.0005
H -5.284335 -1.770695 -0.024101 0.0078 0.0038 -0.0004
```
Forces are in eV/Å.


Entry from the OMol25 dataset: a structure of composition C14H19I2N5O4RhS in a non-equilibrium geometry (wB97M-V/def2-TZVPD).

Summary:
- HOMO (alpha / beta): -0.05589 / -0.15039 Eh
- Energy above the lowest of the compared OMol25 structures with the same formula, charge and spin: 3.701 eV
- Frontier orbital gap (alpha / beta): 3.733 / 5.773 eV
- LUMO level (alpha / beta): 2.21 / 1.68 eV
- Net charge: -1
- Spin multiplicity: 5

The geometry in XYZ format:
```
46
Properties=species:S:1:pos:R:3:forces:R:3
Rh 1.700719 0.186298 -0.461646 -0.4061 -1.3126 -2.3704
I -0.660511 4.727019 -3.423225 0.2446 -0.2066 0.1157
C 1.015643 3.640567 -2.770542 1.0801 0.2897 -0.2434
C 2.352621 4.094004 -3.145222 -1.6175 1.1895 -0.7232
C 3.434340 3.380287 -2.715596 0.2693 -2.5315 1.7403
C 3.233402 2.213558 -1.914469 1.7381 2.7612 -1.8977
N 1.995342 1.819514 -1.585071 -1.2176 0.2319 -0.2171
C 0.873744 2.538414 -2.016050 0.4733 -0.2249 0.1695
H 2.473482 4.981485 -3.753158 -0.0902 -0.0429 0.0342
H 4.439512 3.687601 -2.974872 0.0237 -0.0863 0.0452
H 4.091534 1.649655 -1.575925 -0.1923 -0.1637 0.0496
H -0.108575 2.188088 -1.728473 0.1424 -0.2278 0.1850
N 3.092863 -3.181923 -0.149815 0.8598 0.0291 0.1197
C 3.222770 -2.132669 0.662507 -0.6551 -1.4837 0.1677
N 2.823991 -2.332520 1.934762 0.1045 0.2750 0.2921
S 3.839928 -0.669691 0.144770 1.9177 0.5388 -0.0224
H 2.719721 -4.064236 0.153141 -0.2024 0.1028 -0.0068
H 3.370438 -3.085944 -1.116069 -0.3365 0.2228 -0.0475
H 2.450680 -3.207816 2.259084 -0.0446 0.0110 -0.1124
H 2.899220 -1.573589 2.590742 -0.0357 0.0456 -0.1639
O 1.713015 1.134339 0.910320 0.4869 1.8763 2.9457
C -3.457597 0.502338 -1.029304 0.0554 -0.0086 0.0536
C -3.492669 0.513254 0.501054 -0.3119 0.1722 -0.3562
C -2.396227 -0.351359 1.155749 0.3538 -0.0939 -0.1303
C -2.529271 -0.263236 2.689335 0.0339 -0.1323 0.4365
C -1.486357 -1.087284 3.448115 0.0305 0.0176 -0.0270
C -2.585362 -1.795117 0.723743 -1.4973 -0.4568 0.4219
O -3.631815 -2.371468 0.979319 0.0763 -0.0265 0.0178
N -1.604177 -2.456608 0.055552 -0.3746 0.6241 0.2490
C -0.393858 -1.884269 -0.271515 1.3380 -0.0462 -0.4426
O 0.437686 -2.545280 -0.869930 -1.4158 -1.6366 1.9567
N -0.111235 -0.589374 0.064589 -2.5195 -0.8678 0.6937
C -1.023895 0.189208 0.743635 0.4056 0.5709 0.0107
O -0.752869 1.342357 1.028739 -0.6506 -0.0781 -0.0073
H -4.263293 1.137499 -1.418545 0.2076 -0.1543 0.0030
H -3.604415 -0.514627 -1.418287 0.0521 0.2264 -0.0003
H -2.501926 0.893838 -1.403070 -0.2128 -0.1102 -0.0021
H -4.480931 0.157562 0.825942 0.3323 -0.0546 0.1081
H -3.387668 1.552614 0.840935 0.1731 -0.3320 0.1064
H -3.528177 -0.609675 2.990313 0.1568 0.0893 -0.2927
H -2.435078 0.785198 3.003159 -0.0251 -0.1744 -0.3462
H -1.572401 -2.154458 3.199229 0.0677 0.1911 0.0840
H -1.644628 -0.973738 4.528519 0.0992 -0.0854 -0.2174
H -0.469249 -0.744402 3.212223 -0.1833 -0.1051 0.0529
H -1.769704 -3.418468 -0.214462 0.0637 0.2268 0.0069
I 1.711233 -1.306944 -2.690228 1.2022 0.9507 -2.4391
```
Forces are in eV/Å.